Formula: F4KN2NaO8S4
Source: OMol25
Level of theory: the ωB97M-V functional and the def2-TZVPD basis

Geometry as XYZ:
```
20
Properties=species:S:1:pos:R:3:forces:R:3:nbo_charge:R:1
Na 1.04775 5.88045 -0.87047 -0.560 0.195 -0.042 0.996
K 2.48328 1.70941 0.68303 -0.124 -0.807 0.155 0.997
N 2.38823 -3.30124 -0.22955 -3.413 0.458 -4.812 -1.126
S 2.22285 -4.16256 -1.68810 -0.965 -2.141 -2.678 2.340
O 1.55247 -5.42788 -1.44058 0.114 2.367 -0.906 -0.873
O 3.41166 -4.21807 -2.57302 -2.727 0.975 1.979 -0.878
F 1.14917 -3.22818 -2.48220 0.919 -0.297 0.978 -0.499
S 3.56991 -4.10780 0.18316 6.522 -5.793 5.038 2.421
O 4.86374 -3.60353 -0.14228 0.430 0.804 -0.743 -0.963
O 3.53556 -5.60827 0.21570 -0.512 3.889 -0.079 -0.895
F 3.49131 -3.69374 1.70187 -0.370 0.125 1.270 -0.524
N -2.21841 3.22812 0.67805 -1.681 0.077 -4.071 -1.129
S -3.54209 3.02752 -0.37925 -0.345 -1.984 -4.496 2.332
O -4.04684 4.23416 -1.02282 1.020 -1.684 1.258 -0.878
O -4.42080 1.90491 -0.08854 0.935 2.313 0.462 -0.847
F -2.66304 2.33577 -1.52894 0.518 0.498 -0.129 -0.521
S -3.17197 3.60445 1.80357 -0.882 0.511 9.352 2.389
O -3.49632 2.47675 2.65883 -0.992 0.585 -1.652 -0.912
O -4.06173 4.74183 1.73051 0.213 -1.293 -1.157 -0.882
F -2.09463 4.20789 2.79098 1.900 1.200 0.272 -0.547
```
Forces are in eV/Å.

Calculated values
E_LUMO in eV: -5.245
HOMO in eV: -8.383
Total charge: 0
Frontier orbital gap in eV: 3.1



Formula: C12H7N2O4SbSe5W
Source: OMol25
Level of theory: the ωB97M-V functional and the def2-TZVPD basis

Geometry as XYZ:
```
32
Properties=species:S:1:pos:R:3:forces:R:3:nbo_charge:R:1
W 1.20677 -1.20198 -1.59699 -0.170 0.539 0.068 0.797
O 1.68660 2.70978 -0.43990 0.004 0.019 -0.035 -0.517
C 1.37545 1.55771 -0.47704 0.040 -0.066 -0.059 0.767
O 1.42660 0.78440 -1.56862 -0.081 -0.234 0.109 -0.705
C 0.87457 0.77471 0.69063 -0.039 0.037 0.107 0.095
C 0.58485 1.27175 1.94175 -0.003 -0.010 0.057 -0.172
C 0.08201 0.38997 2.89493 0.029 0.067 -0.053 -0.130
C -0.11917 -0.94124 2.56422 0.002 -0.082 -0.064 -0.181
C 0.19918 -1.35844 1.28363 -0.032 0.122 0.135 0.124
N 0.69115 -0.50766 0.39594 -0.104 0.051 -0.075 -0.461
C 0.01427 -2.73172 0.71493 0.016 -0.193 0.056 0.751
O -0.40965 -3.64590 1.37258 -0.015 0.050 -0.033 -0.549
O 0.35345 -2.77851 -0.54894 -0.073 0.016 0.051 -0.702
H 0.74327 2.32217 2.14047 -0.004 0.001 0.005 0.262
H -0.16562 0.74758 3.88517 0.009 0.003 0.002 0.239
H -0.52181 -1.66358 3.26023 -0.002 -0.011 -0.010 0.261
Se 4.70249 -4.67536 -3.38545 -0.073 0.095 -0.005 -0.410
Sb 3.24665 -2.87623 -2.94960 0.090 0.010 -0.089 1.008
Se 2.96932 -0.47637 -3.45686 0.077 -0.164 -0.003 -0.175
Se 0.73620 -2.99316 -3.34770 0.050 -0.101 0.020 -0.133
Se 3.19734 -2.09264 -0.41994 0.014 -0.032 -0.148 -0.156
Se -1.26600 -0.67656 -2.10946 0.220 -0.132 -0.151 0.187
C -1.77197 0.75974 -0.95932 -0.010 0.057 0.163 -0.172
C -1.45408 2.08036 -1.24517 -0.008 -0.050 -0.036 -0.285
C -1.84108 3.06444 -0.34362 0.031 0.052 0.016 0.045
N -2.50683 2.81940 0.78121 -0.022 -0.100 -0.029 -0.411
C -2.83842 1.55050 1.02404 -0.001 0.087 0.057 0.033
C -2.50133 0.49283 0.19610 0.034 -0.030 -0.063 -0.291
H -0.90434 2.33984 -2.14007 0.011 0.008 0.012 0.244
H -1.58648 4.10117 -0.53349 0.002 -0.009 -0.010 0.205
H -3.40168 1.37082 1.93390 0.004 -0.007 -0.005 0.199
H -2.80171 -0.51781 0.44245 0.004 0.010 0.005 0.235
```
Forces are in eV/Å.

Calculated values
E_LUMO in eV: -3.199
HOMO in eV: -8.637
Total charge: 0
Frontier orbital gap in eV: 5.4